[1]
Density functional theory data (ωB97M-V/def2-TZVPD) for a 2-piece molecular cluster, C2H8N3S2 overall at a distorted geometry.

- Energy above the lowest of the compared OMol25 structures with the same formula, charge and spin: 4.435 eV
- Kohn-Sham gap: 0.3323 Eh
- Total charge: +1
- LUMO energy: -4.086 eV

CARTESIAN COORDINATES (ANGSTROEM)
C -0.545116 1.139004 -0.974033
C -2.278633 -0.711047 0.324893
N -1.089993 -0.924714 -1.594332
N -3.063649 -1.674437 0.743745
N -0.184227 -0.100822 -1.330707
S -1.741196 0.754525 0.724730
S 2.406109 0.625367 1.344705
H 0.138767 1.770096 -0.604689
H -1.235361 1.681406 -1.692312
H -0.875608 -1.896131 -1.501466
H -3.602891 -1.621863 1.686849
H -3.335252 -2.571852 0.397515
H 3.631246 0.083052 1.255176
H 0.793418 -0.387682 -0.945327
H 2.267599 0.952253 2.560208

Atoms 1-6, force components in eV/Å:
-4.3 0.1 -2.1
0.6 -0.7 -0.9
-3.4 -0.3 0.0
-1.2 1.4 3.3
4.4 -0.5 1.6
-0.5 -0.6 0.0

Results of the natural (NBO) charge analysis, in e, for atoms 1 through 5:
1. C -0.220
2. C 0.062
3. N -0.324
4. N -0.741
5. N -0.253

=====

[2]
Density functional theory data (ωB97M-V/def2-TZVPD) for a 2-piece molecular cluster, C2H8N3S2 overall at a distorted geometry.

- Energy above the lowest of the compared OMol25 structures with the same formula, charge and spin: 1.112 eV
- Kohn-Sham gap: 0.3126 Eh
- Total charge: +1
- LUMO energy: -4.337 eV

CARTESIAN COORDINATES (ANGSTROEM)
C 0.475011 -0.852025 1.138618
C 0.492494 0.810713 -0.587130
N 0.659422 -2.221895 1.288996
N 0.699792 -0.453040 -0.209074
N 1.006107 1.287651 -1.669184
S 0.362644 0.061780 2.446997
S -2.278323 0.907459 -0.253239
H -0.072896 1.422973 0.142300
H 0.700053 -2.822955 0.443201
H 0.224502 -2.585372 2.117910
H 1.009820 -1.030796 -0.904175
H -2.509857 2.063439 0.389468
H 1.656054 0.595358 -2.226422
H 1.040094 2.252493 -1.902434
H -3.464916 0.564217 -0.215833

Atoms 1-6, force components in eV/Å:
1.3 -3.0 0.2
0.1 0.2 1.9
-0.5 0.8 -2.0
-1.4 3.1 1.6
2.1 -3.0 -1.8
-0.6 1.3 0.1

Results of the natural (NBO) charge analysis, in e, for atoms 1 through 5:
1. C 0.186
2. C 0.427
3. N -0.772
4. N -0.585
5. N -0.685

=====

[3]
Density functional theory data (ωB97M-V/def2-TZVPD) for C2H8N4 as an isolated structure at a distorted geometry.

- Energy above the lowest of the compared OMol25 structures with the same formula, charge and spin: 3.100 eV
- Kohn-Sham gap: 0.3150 Eh
- LUMO energy: 0.962 eV

CARTESIAN COORDINATES (ANGSTROEM)
C -0.100117 -0.683496 0.558424
C 0.444521 0.254476 -0.500723
N -1.377327 -0.574269 0.955213
N 0.951445 1.479737 0.095772
N 0.660012 -1.728570 0.550956
N -0.603246 0.613764 -1.451752
H -1.957816 0.001960 0.359526
H -1.799170 -1.317393 1.487032
H 0.248098 1.939518 0.669941
H 1.783583 1.326065 0.648082
H -0.717992 -0.115378 -2.147222
H 1.416548 -1.923961 1.201115
H 1.374016 -0.733659 -0.494145
H -0.322555 1.461205 -1.932219

Atoms 1-6, force components in eV/Å:
-1.2 -1.2 -1.9
1.4 -0.4 0.7
0.6 0.1 0.3
-0.1 0.3 -0.2
0.8 -1.4 3.0
0.6 -0.1 0.0

Results of the natural (NBO) charge analysis, in e, for atoms 1 through 5:
1. C 0.502
2. C -0.035
3. N -0.773
4. N -0.847
5. N -0.919

=====

[4]
Density functional theory data (ωB97M-V/def2-TZVPD) for one molecule with the formula C2H8N4 at a distorted geometry.

- Energy above the lowest of the compared OMol25 structures with the same formula, charge and spin: 2.711 eV
- Kohn-Sham gap: 0.3538 Eh
- SMILES: N/N=C/C(N)N
- LUMO energy: 1.037 eV

CARTESIAN COORDINATES (ANGSTROEM)
N -2.612169 0.269388 -0.225256
N -1.402449 0.060066 0.393267
C -0.346750 0.476491 -0.283896
C 0.846350 -0.200914 0.283750
N 2.024822 0.606849 0.270806
N 1.183736 -1.433663 -0.391377
H -3.354230 0.378184 0.461919
H -2.623928 1.061131 -0.866333
H -0.317906 1.442365 -0.805347
H 0.094593 -0.500565 1.256255
H 2.011420 1.293135 1.016915
H 2.842178 0.018826 0.403832
H 1.121710 -1.304653 -1.395287
H 0.532622 -2.166641 -0.119247

Atoms 1-6, force components in eV/Å:
-0.7 0.7 0.6
0.5 0.6 -2.9
-1.7 0.3 2.5
-2.0 -0.8 1.6
0.3 0.4 0.8
-0.1 -0.6 0.0

Results of the natural (NBO) charge analysis, in e, for atoms 1 through 5:
1. N -0.623
2. N -0.244
3. C -0.027
4. C 0.041
5. N -0.843

=====

[5]
Density functional theory data (ωB97M-V/def2-TZVPD) for a 2-piece molecular cluster, C2H8N4 overall.

- Energy above the lowest of the compared OMol25 structures with the same formula, charge and spin: 0.242 eV
- Kohn-Sham gap: 0.3579 Eh
- SMILES: [H]/N=C/N.[H]/N=C/N
- LUMO energy: 0.747 eV

CARTESIAN COORDINATES (ANGSTROEM)
H -2.394559 0.371348 -1.722330
N -1.746042 -0.030437 -1.053234
C -1.036646 -0.903364 -1.640121
N -0.123940 -1.721135 -1.018800
H -1.155760 -1.121475 -2.704320
H 0.046078 -1.548697 -0.036499
H 0.752987 -1.805772 -1.516058
H 2.864301 1.081833 1.799235
N 1.918353 1.043244 2.164601
C 1.099301 0.997265 1.189851
N -0.250742 1.059950 1.364313
H 1.400240 0.941836 0.139842
H -0.841263 0.563350 0.700532
H -0.532308 1.072054 2.332988

Atoms 1-6, force components in eV/Å:
-0.1 0.1 0.2
0.0 -0.2 0.1
-0.2 0.0 -0.3
0.5 0.2 0.1
0.2 0.0 0.0
-0.2 0.2 0.0

Results of the natural (NBO) charge analysis, in e, for atoms 1 through 5:
1. H 0.354
2. N -0.728
3. C 0.290
4. N -0.814
5. H 0.149

=====

[6]
Density functional theory data (ωB97M-V/def2-TZVPD) for one molecule with the formula C2H8N4 at a distorted geometry.

- Energy above the lowest of the compared OMol25 structures with the same formula, charge and spin: 1.158 eV
- Kohn-Sham gap: 0.3057 Eh
- SMILES: CN/C(N)=N\N
- LUMO energy: 0.957 eV

CARTESIAN COORDINATES (ANGSTROEM)
C 1.822450 0.683617 -0.023046
N 0.385309 0.674215 0.086894
C -0.346850 -0.489318 0.016420
N 0.302911 -1.705369 0.133096
N -1.596979 -0.468045 -0.259548
N -2.383747 0.667576 0.029578
H 2.240634 -0.038395 0.679024
H 2.187711 1.672835 0.251022
H 2.185832 0.442658 -1.032098
H -0.162508 1.371579 -0.458550
H 1.143954 -1.804068 -0.417202
H -0.337857 -2.475286 0.004364
H -2.097810 1.127320 0.893754
H -3.343050 0.340679 0.096292

Atoms 1-6, force components in eV/Å:
0.1 0.1 0.0
-1.0 0.8 0.0
-0.7 0.5 -1.2
0.3 0.0 -0.1
-0.7 -1.6 1.3
0.6 0.5 -0.7

Results of the natural (NBO) charge analysis, in e, for atoms 1 through 5:
1. C -0.416
2. N -0.639
3. C 0.523
4. N -0.820
5. N -0.421

=====

[7]
Density functional theory data (ωB97M-V/def2-TZVPD) for an isolated ion of composition C2H8N4 and charge +2 at a distorted geometry.

- Energy above the lowest of the compared OMol25 structures with the same formula, charge and spin: 0.129 eV
- Kohn-Sham gap: 0.4075 Eh
- SMILES: NC(N)=[NH+]C=[NH2+]
- Total charge: +2
- LUMO energy: -9.319 eV

CARTESIAN COORDINATES (ANGSTROEM)
N 1.314520 -0.316163 1.754995
C 0.934024 -0.077457 0.504652
N 1.808894 0.258216 -0.459239
N -0.478787 -0.249774 0.174845
C -1.152642 0.101300 -0.917722
N -2.392252 -0.021724 -1.111162
H 2.230294 -0.540344 2.047727
H 0.796144 -0.223533 2.665088
H 2.794352 0.453287 -0.349372
H 1.543861 0.674955 -1.299678
H -1.064914 -0.514896 1.079851
H -0.599599 0.636118 -1.621782
H -2.698441 0.200416 -2.100674
H -3.035454 -0.380401 -0.367528

Atoms 1-6, force components in eV/Å:
-1.9 0.2 0.8
0.2 0.5 -0.7
-0.8 -0.7 1.9
0.2 -0.4 4.6
1.6 0.5 1.0
-2.1 -0.4 -0.8

Results of the natural (NBO) charge analysis, in e, for atoms 1 through 5:
1. N -0.736
2. C 0.725
3. N -0.708
4. N -0.569
5. C 0.424

=====

[8]
Density functional theory data (ωB97M-V/def2-TZVPD) for a 3-piece molecular cluster, C2H8N4O overall at a distorted geometry.

- Energy above the lowest of the compared OMol25 structures with the same formula, charge and spin: 6.660 eV
- Kohn-Sham gap (spin up / spin down): 0.2784 / 0.2905 Eh
- LUMO energy (spin up / spin down): 0.219 / 0.539 eV

CARTESIAN COORDINATES (ANGSTROEM)
C -0.027207 0.538763 -0.557842
C 1.146948 -1.196373 0.608249
N 0.060986 -0.729817 -0.239683
N 0.485540 1.583583 0.166852
O -1.011894 0.859452 -1.426381
N -1.598126 -0.482048 1.170637
N -2.551325 -0.899872 0.607358
H -1.266326 1.782186 -1.295239
H 1.195264 -0.173742 -1.649896
H 1.234635 1.351244 0.800907
H 0.470572 2.498449 -0.262459
H -2.415955 -1.102096 -0.420253
H 0.790509 -1.267258 1.639497
H 2.048090 -0.573758 0.589794
H 1.438290 -2.188714 0.268458

Atoms 1-6, force components in eV/Å:
0.7 -1.1 0.0
-0.3 0.2 0.0
0.4 0.4 -0.5
-0.3 -0.2 -0.2
0.0 0.3 0.1
-1.6 -0.5 0.4

Results of the natural (NBO) charge analysis, in e, for atoms 1 through 5:
1. C 0.692
2. C -0.452
3. N -0.474
4. N -0.847
5. O -0.671

=====

[9]
Density functional theory data (ωB97M-V/def2-TZVPD) for one molecule with the formula C2H8N4O at a distorted geometry.

- Energy above the lowest of the compared OMol25 structures with the same formula, charge and spin: 3.350 eV
- Kohn-Sham gap: 0.3386 Eh
- SMILES: CN(N)NC(N)=O
- LUMO energy: 0.913 eV

CARTESIAN COORDINATES (ANGSTROEM)
C 0.269708 -1.094248 1.425984
N 0.360937 0.447327 0.949328
N -0.491325 1.227579 1.682546
N -0.299567 0.016638 -0.398017
C 0.510775 0.014938 -1.506782
N -0.179510 0.200630 -2.684314
O 1.722110 -0.157716 -1.518314
H 1.030436 -1.658090 0.884431
H -0.712396 -1.570998 1.384286
H 0.563599 -1.025922 2.479271
H -0.356160 1.148021 2.696568
H -0.509073 2.198716 1.361183
H -1.227209 0.406116 -0.502577
H 0.405957 0.080311 -3.500534
H -1.088283 -0.233302 -2.753059

Atoms 1-6, force components in eV/Å:
1.2 2.5 1.9
0.6 -5.6 -2.5
-2.4 0.9 0.6
0.2 1.8 1.0
1.2 0.0 -0.1
-0.5 0.0 -0.6

Results of the natural (NBO) charge analysis, in e, for atoms 1 through 5:
1. C -0.413
2. N -0.087
3. N -0.720
4. N -0.545
5. C 0.759

=====

[10]
Density functional theory data (ωB97M-V/def2-TZVPD) for one molecule with the formula C2H8N4O at a distorted geometry.

- Energy above the lowest of the compared OMol25 structures with the same formula, charge and spin: 5.745 eV
- Kohn-Sham gap: 0.3565 Eh
- SMILES: CCN/[N+]([O-])=N/N
- LUMO energy: 1.081 eV

CARTESIAN COORDINATES (ANGSTROEM)
C 0.115356 -1.458849 -0.800569
C -1.070866 -0.531299 -0.543730
N -0.630459 0.857364 -0.442238
N -0.085622 1.185893 0.758503
O -0.734636 0.877149 1.759631
N 0.973049 1.828202 0.731895
N 1.581032 1.959011 2.037434
H 0.610907 -1.542363 0.208495
H -0.157114 -2.383978 -1.357157
H 0.888758 -0.812686 -1.450351
H -1.701203 -0.300041 -1.441163
H -1.759299 -0.589729 0.376746
H -0.032202 1.080534 -1.210286
H 0.734394 1.650740 2.687191
H 2.100982 2.835227 2.047401

Atoms 1-6, force components in eV/Å:
1.2 1.6 -0.1
-1.9 1.8 -0.5
-0.9 0.3 -0.4
0.6 0.7 -0.1
-0.4 -0.8 1.6
2.8 0.5 0.9

Results of the natural (NBO) charge analysis, in e, for atoms 1 through 5:
1. C -0.642
2. C -0.258
3. N -0.434
4. N 0.400
5. O -0.538

=====

[11]
Density functional theory data (ωB97M-V/def2-TZVPD) for an isolated ion of composition C2H8N4O and charge +2 at a distorted geometry.

- Energy above the lowest of the compared OMol25 structures with the same formula, charge and spin: 2.104 eV
- Kohn-Sham gap: 0.4284 Eh
- SMILES: [NH3+]N/[NH+]=C\N=C/O
- Total charge: +2
- LUMO energy: -7.747 eV

CARTESIAN COORDINATES (ANGSTROEM)
N 0.968724 1.232640 -1.848848
N -0.131027 0.488476 -1.335957
N -0.696844 1.039073 -0.202148
C -0.652955 0.519276 0.991626
N -0.066436 -0.597090 1.230592
C 0.061557 -1.800592 1.690150
O -0.886785 -2.678182 1.630554
H 1.702455 1.249053 -1.031004
H 0.944127 2.197572 -2.407691
H 1.424517 0.630324 -2.507779
H -0.741558 0.277946 -2.077724
H -1.198159 1.831464 -0.369086
H -0.997916 1.094011 1.980507
H 1.104456 -1.907150 2.193217
H -0.834156 -3.576821 2.063590

Atoms 1-6, force components in eV/Å:
2.7 1.8 1.2
0.7 -0.3 1.3
1.0 -0.1 -2.3
0.5 -1.8 4.4
-0.8 -0.9 -0.2
2.0 1.2 1.3

Results of the natural (NBO) charge analysis, in e, for atoms 1 through 5:
1. N -0.555
2. N -0.260
3. N -0.405
4. C 0.387
5. N -0.481

=====

[12]
Density functional theory data (ωB97M-V/def2-TZVPD) for a 2-piece molecular cluster, C2H8N4O2 overall.

- Energy above the lowest of the compared OMol25 structures with the same formula, charge and spin: 0.000 eV
- Kohn-Sham gap: 0.3459 Eh
- LUMO energy: 0.355 eV

CARTESIAN COORDINATES (ANGSTROEM)
N -2.863926 1.864892 -0.315351
C -1.742851 1.070903 -0.521190
O -0.690828 1.671349 -0.862134
O -1.861948 -0.168517 -0.324478
H -2.811514 2.718402 -0.834234
H -3.754260 1.397178 -0.340708
N 1.421465 0.151937 -0.526192
C 1.364169 -0.885877 0.287086
N 0.214596 -1.480686 0.527808
N 2.503213 -1.277428 0.936207
H 2.299853 0.629515 -0.635214
H 0.517417 0.705073 -0.724581
H 0.181086 -2.228831 1.194154
H -0.674878 -0.964974 0.182861
H 2.520124 -2.122242 1.471937
H 3.378284 -1.080694 0.484031

Atoms 1-6, force components in eV/Å:
0.1 -0.2 -0.1
-0.2 0.1 0.0
0.3 -0.2 0.0
0.0 -0.2 0.2
-0.1 0.4 0.0
0.1 -0.1 0.0

Results of the natural (NBO) charge analysis, in e, for atoms 1 through 5:
1. N -0.858
2. C 0.891
3. O -0.776
4. O -0.792
5. H 0.381